Entry 1:
The following is a DFT calculation (ωB97M-V/def2-TZVPD) of a molecular structure, C11H41CaN14O10 in a non-equilibrium geometry.

Positions of all 77 atoms, in Å:
Ca1 -6.49817 15.10664 10.13992
C1 -7.83463 18.14546 12.88041
C2 -7.53289 16.66745 12.65850
O1 -8.10297 16.09744 11.52224
H1 -7.17375 18.52835 13.66172
H2 -8.87961 18.40191 13.06218
H3 -7.59973 18.71491 11.97284
H4 -7.73222 16.07605 13.56529
H5 -6.41182 16.67643 12.58057
C3 -7.99883 20.88956 15.58731
O2 -6.59338 20.68613 15.47417
H6 -8.35494 21.46607 14.73977
H7 -8.52020 19.92978 15.61702
H8 -8.26825 21.39048 16.52142
H9 -6.28219 20.09686 16.17046
C4 -4.90644 20.79785 12.18192
O3 -4.45959 20.47227 13.48656
H10 -5.98282 20.60588 12.13220
H11 -4.77721 21.85775 11.94359
H12 -4.36749 20.21499 11.43161
H13 -5.23084 20.25260 14.02314
C5 -5.62735 18.34538 9.08444
O4 -5.79111 17.17963 9.49925
N1 -4.43242 18.79785 8.65191
N2 -6.64591 19.22959 9.11373
H14 -4.30809 19.75803 8.38517
H15 -3.64630 18.17752 8.59703
H16 -6.53436 20.13999 8.70512
H17 -7.51788 18.95867 9.53449
C6 -11.68204 16.84733 12.07906
O5 -12.90156 16.91819 12.16750
N3 -10.86639 16.81255 13.18091
N4 -11.03182 16.71667 10.88197
H18 -9.88228 16.63403 13.07967
H19 -11.30407 16.91331 14.07848
H20 -10.07661 16.40040 10.85760
H21 -11.64179 16.52424 10.10727
C7 -8.59713 12.69138 10.73469
O6 -8.10174 13.32030 9.78902
N5 -8.47869 11.35121 10.88014
N6 -9.24020 13.37204 11.71926
H22 -8.94407 10.88684 11.63827
H23 -8.01246 10.80111 10.18333
H24 -9.01048 14.36386 11.82283
H25 -9.68961 12.93149 12.50255
C8 -10.02720 16.91167 16.27832
O7 -9.78416 18.10384 16.15508
N7 -11.23943 16.45313 16.70022
N8 -9.06354 15.95727 16.04835
H26 -11.96344 17.14808 16.74484
H27 -11.43352 15.50199 16.94624
H28 -8.15023 16.30452 15.76427
H29 -9.35839 15.04391 15.75186
C9 -12.48562 20.67987 13.27200
O8 -12.94973 21.70890 13.72472
N9 -13.11849 19.95448 12.29497
N10 -11.25783 20.18416 13.63671
H30 -14.02738 20.30145 12.05212
H31 -12.85031 19.00695 12.08149
H32 -10.69097 20.60210 14.35065
H33 -10.99468 19.22944 13.45239
C10 -5.37136 17.29631 15.95098
O9 -6.22624 16.41683 15.82971
N11 -5.39627 18.21594 16.95028
N12 -4.31865 17.40967 15.08319
H34 -6.07552 18.16187 17.68895
H35 -4.69541 18.93371 17.02411
H36 -3.51883 17.92874 15.39453
H37 -4.34960 16.78901 14.30069
C11 -5.90000 13.09072 13.01909
O10 -5.90794 13.55174 11.86702
N13 -5.58552 11.78259 13.23427
N14 -6.16530 13.84324 14.11005
H38 -5.60799 11.41578 14.16879
H39 -5.04982 11.31380 12.52736
H40 -6.30371 14.83646 13.99991
H41 -6.08139 13.46398 15.03593

Values from the calculation:
Net charge   +1
Total energy   -71852.6623 eV

Entry 2:
The following is a DFT calculation (ωB97M-V/def2-TZVPD) of 7 unconnected molecules or ions with the total composition C11H41ClNO10P2S.

Positions of all 67 atoms, in Å:
N1 3.21274 -2.17975 -1.09993
C1 2.45491 -0.92540 -1.22545
C2 1.11953 -1.00496 -0.48422
C3 -0.11613 -1.02055 -1.39032
C4 -1.33182 -1.70758 -0.75774
P1 -2.96842 -0.84192 -1.11851
O1 -3.69241 -1.80552 0.13144
C5 -3.45847 -2.06976 -2.56392
S1 -4.20497 -3.56374 -2.07010
O2 -5.57805 -3.30348 -1.69348
O3 -4.01400 -4.59200 -3.07235
P2 -2.64905 0.90179 0.34026
O4 -1.30240 1.67600 -0.24515
Cl1 -1.83450 0.07981 2.14225
H1 3.22413 -2.45581 -0.12666
H2 4.16712 -2.03179 -1.39716
H3 2.29603 -0.75782 -2.29350
H4 3.03688 -0.07336 -0.86740
H5 1.11388 -1.92139 0.11023
H6 1.05144 -0.17672 0.21983
H7 -0.36472 -0.00575 -1.69656
H8 0.16156 -1.55716 -2.30284
H9 -1.19266 -1.83348 0.31447
H10 -1.39305 -2.72355 -1.16048
H11 -4.24997 -0.17684 -1.31931
H12 -2.39218 0.02169 -2.14117
H13 -4.63319 -1.61431 0.15022
H14 -2.61562 -2.33836 -3.19899
H15 -4.21686 -1.60355 -3.19540
H16 -3.51861 -3.97476 -0.98910
H17 -1.25077 2.51905 0.21101
C6 4.82208 0.33789 2.11689
O5 3.42706 0.24131 1.84588
H18 5.30359 -0.48607 1.59466
H19 5.23699 1.27865 1.74334
H20 5.03104 0.25892 3.18380
H21 2.98360 0.96551 2.29358
C7 1.30154 4.68806 -0.52621
O6 0.08217 4.37447 0.12933
H22 2.03207 3.94865 -0.20796
H23 1.19910 4.63067 -1.61294
H24 1.66264 5.68335 -0.24955
H25 -0.58243 5.01067 -0.14606
C8 5.12865 2.12518 -1.53964
O7 5.34943 0.74351 -1.78089
H26 4.29088 2.19248 -0.84926
H27 6.00225 2.60026 -1.08234
H28 4.86907 2.65855 -2.45848
H29 6.08497 0.65185 -2.39065
C9 7.96513 1.94560 4.70361
O8 6.56234 1.88698 4.47948
H30 8.40738 1.10701 4.17185
H31 8.39678 2.87261 4.31613
H32 8.20830 1.85384 5.76568
H33 6.15489 2.62194 4.94388
C10 -4.40363 0.15704 4.97089
O9 -4.48630 -1.24900 4.78603
H34 -4.99702 0.41377 5.84703
H35 -3.37080 0.47614 5.13181
H36 -4.80268 0.69345 4.10643
H37 -3.96819 -1.46219 4.00215
C11 -8.47172 -1.99789 -4.18003
O10 -7.13466 -1.57156 -4.00552
H38 -9.02419 -1.16686 -4.61603
H39 -8.54072 -2.85565 -4.85752
H40 -8.93692 -2.26464 -3.22589
H41 -6.64305 -2.30355 -3.61342

Values from the calculation:
Net charge   -1
Total energy   -75970.2037 eV

Entry 3:
The following is a DFT calculation (ωB97M-V/def2-TZVPD) of a molecular structure, C11H42CdF6N2O17S2 in a non-equilibrium geometry.

Positions of all 81 atoms, in Å:
Cd1 -1.83024 -1.14088 -0.12140
C1 0.66894 1.63762 -2.11643
F1 0.74212 0.43035 -2.70026
F2 1.62238 1.66564 -1.20579
F3 0.85325 2.53371 -3.05998
S1 -1.01287 1.87435 -1.33751
O1 -1.11700 3.28790 -1.10329
O2 -2.00428 1.41904 -2.28432
N1 -1.13589 0.75431 -0.01667
S2 -0.63680 1.55715 1.27888
O3 -0.30680 0.59316 2.31843
O4 0.38260 2.53330 1.03443
C2 -2.17356 2.44478 1.92806
F4 -2.87929 3.07302 1.00002
F5 -2.97583 1.47206 2.40514
F6 -1.83720 3.24532 2.90156
C3 1.60736 -3.14178 -2.47534
C4 1.20254 -3.92998 -1.23026
C5 2.18997 -5.09678 -1.03304
C6 3.49517 -4.66011 -0.41972
C7 3.32559 -3.84355 0.85468
C8 2.29402 -2.69372 0.71412
N2 1.13386 -3.11769 -0.02573
O5 0.12374 -2.18556 -0.06293
C9 3.01614 -1.50600 0.00866
C10 1.98714 -2.25035 2.14498
C11 -0.13663 -4.63759 -1.47799
H1 1.42217 -3.78438 -3.34200
H2 2.64363 -2.82487 -2.52093
H3 0.91933 -2.29776 -2.56934
H4 2.40822 -5.52612 -2.01721
H5 1.78229 -5.93473 -0.45830
H6 3.97893 -4.00875 -1.16205
H7 4.20205 -5.48744 -0.32130
H8 4.30884 -3.40631 1.04303
H9 3.05393 -4.45922 1.71407
H10 2.27621 -0.84986 -0.46109
H11 3.64388 -1.79826 -0.83698
H12 3.58153 -0.87841 0.69919
H13 1.64431 -3.07441 2.76825
H14 1.28727 -1.41566 2.23594
H15 2.91077 -1.79674 2.51430
H16 -0.95073 -3.96524 -1.75940
H17 -0.47716 -5.19554 -0.60537
H18 0.02618 -5.38340 -2.25915
O6 -2.47563 4.16250 5.51392
H19 -1.91701 3.41293 5.75165
H20 -1.86560 4.90241 5.41586
O7 -2.05999 6.59886 2.09075
H21 -1.40566 5.94903 2.36136
H22 -1.72159 6.94677 1.25072
O8 -4.83024 1.81147 -1.33984
H23 -5.28345 1.93754 -0.49830
H24 -4.27161 2.59309 -1.43516
O9 3.26364 -1.01476 -4.41384
H25 3.03309 -1.11182 -3.48190
H26 3.02151 -0.10846 -4.63289
O10 -1.30284 6.20761 -0.68956
H27 -1.13166 5.26520 -0.81362
H28 -1.20227 6.59552 -1.56588
O11 -3.74609 -0.62665 -3.98037
H29 -3.42270 0.26307 -3.76099
H30 -4.62576 -0.48975 -4.34710
O12 -4.21772 -0.86276 3.80020
H31 -4.14135 -0.07083 4.34903
H32 -5.16368 -1.04959 3.75875
O13 -2.31138 -1.44177 1.90809
H33 -1.70782 -1.66146 2.63510
H34 -3.14278 -1.14437 2.34204
O14 1.62428 5.22807 0.54107
H35 1.13745 4.74876 -0.13962
H36 1.11098 5.08100 1.34054
O15 -1.54494 -1.33849 -2.33168
H37 -0.95207 -1.88720 -2.86172
H38 -2.13522 -0.88021 -2.95991
O16 2.22831 4.89781 -2.43524
H39 2.64134 4.09717 -2.77225
H40 2.37108 4.86306 -1.48179
O17 -0.02852 -0.14893 4.95829
H41 0.05764 0.11100 4.02033
H42 0.85819 -0.06644 5.32398

Values from the calculation:
Net charge   0
Total energy   -92412.5010 eV

Frontier orbital gap for every record listed, in sequence, given in eV: 7.5; 5.8; 5.1.
Molar mass for every record listed, in sequence, given in g/mol: 569.6; 476.9; 765.0.